No. 1
{"formula": "C15H28F3N3O2S2", "method": "ωB97M-V/def2-TZVPD", "lumo_energy_ev": 0.1021, "de_lowest_kcal_mol": 0.0, "homo_ev": -8.56, "elements": ["S", "S", "F", "F", "F", "O", "O", "N", "N", "N", "C", "C", "C", "C", "C", "C", "C", "C", "C", "C", "C", "C", "C", "C", "C", "H", "H", "H", "H", "H", "H", "H", "H", "H", "H", "H", "H", "H", "H", "H", "H", "H", "H", "H", "H", "H", "H", "H", "H", "H", "H", "H", "H"], "coordinates": [[2.8009, 1.5824, 1.3534], [2.8528, 1.1156, -1.6011], [-5.3388, 0.6372, -2.8986], [-6.0145, -1.1107, -1.8164], [-6.6707, 0.8611, -1.2070], [-4.0483, -1.3961, 0.6782], [-5.6315, 0.0549, 1.2016], [-4.4830, 0.3131, -0.8106], [1.0785, 0.0573, -0.0881], [-7.0717, 1.8250, 1.8478], [4.2574, 2.2103, -1.3683], [-3.1693, 0.0258, -1.4406], [-5.6090, 0.1706, -1.6740], [-1.3356, -0.1479, 0.4007], [1.3461, -1.4067, 0.0185], [-4.6710, -0.4258, 0.4120], [2.8020, -1.8542, 0.0114], [-0.0030, 0.4749, 0.8152], [2.2113, 0.8945, -0.0051], [6.2181, 2.2160, 0.3202], [5.5728, 1.5532, -0.9080], [-5.7515, 1.4941, 1.4365], [-2.0089, 0.6820, -0.6920], [3.7560, -3.9456, 1.2008], [2.8804, -3.3975, 0.0626], [-7.6806, 1.8615, 1.0377], [-5.5033, 2.0264, 0.5235], [4.3759, 2.6483, -2.3616], [-3.2051, 0.4464, -2.4390], [-7.4454, 1.0923, 2.4421], [5.8224, 3.2182, 0.4879], [3.3257, -1.4416, 0.8740], [4.4514, -3.1945, 1.5756], [5.3975, 0.4962, -0.7054], [-1.9668, -0.2106, 1.2869], [4.3340, -4.8108, 0.8761], [1.8671, -3.7911, 0.1805], [0.8774, -1.7618, 0.9426], [-3.0193, -1.0525, -1.5353], [6.0491, 1.6324, 1.2226], [0.2367, 0.2246, 1.8550], [-1.2481, 0.9155, -1.4426], [3.9469, 3.0029, -0.6879], [7.2960, 2.3080, 0.1859], [-0.0833, 1.5613, 0.7548], [3.2392, -3.7698, -0.8974], [-5.0360, 1.7316, 2.2235], [-2.3581, 1.6344, -0.2820], [0.8431, -1.9018, -0.8168], [-1.2023, -1.1694, 0.0433], [3.1447, -4.2842, 2.0381], [3.2913, -1.4985, -0.8937], [6.2802, 1.6028, -1.7373]], "atomic_forces_ev_per_a": [[-0.135, 0.134, 0.009], [-0.135, 0.077, -0.111], [-0.096, -0.040, 0.184], [0.031, 0.203, 0.009], [0.141, -0.216, -0.160], [0.530, -0.779, 0.227], [-0.029, -0.041, 0.152], [0.034, -0.502, -0.120], [0.157, 0.082, 0.455], [-0.119, -0.316, -0.344], [0.160, -0.009, -0.068], [0.039, 0.041, -0.117], [0.030, 0.308, 0.015], [-0.104, 0.271, 0.105], [-0.011, 0.062, -0.428], [-0.578, 0.878, -0.272], [-0.085, -0.279, 0.043], [-0.087, -0.225, -0.049], [0.094, -0.109, -0.083], [0.060, -0.044, -0.083], [0.042, 0.081, 0.067], [-0.130, 0.190, 0.001], [-0.001, -0.120, -0.118], [-0.101, -0.153, -0.071], [-0.052, 0.141, 0.102], [0.002, 0.039, 0.036], [0.080, 0.065, 0.099], [0.010, 0.063, 0.046], [-0.077, 0.030, -0.021], [0.096, 0.184, 0.228], [0.009, -0.007, 0.015], [0.011, 0.141, -0.051], [0.051, -0.030, -0.046], [0.030, -0.006, -0.024], [-0.026, -0.045, -0.038], [0.038, 0.015, 0.002], [0.031, -0.086, -0.068], [0.043, 0.008, 0.015], [-0.012, 0.009, 0.045], [-0.097, 0.069, 0.046], [0.044, -0.039, -0.030], [0.025, 0.035, 0.043], [-0.048, -0.040, 0.005], [0.017, -0.010, 0.027], [0.032, 0.012, 0.067], [-0.001, 0.001, 0.005], [0.022, -0.093, 0.018], [0.074, 0.029, -0.043], [-0.077, -0.039, 0.079], [0.014, -0.033, 0.083], [0.025, 0.128, 0.071], [0.080, 0.070, 0.084], [-0.053, -0.109, -0.039]], "lowdin_charge": [0.730, 0.954, 0.156, 0.161, 0.147, 0.172, 0.037, 0.064, -0.221, 0.047, -0.513, -0.129, -0.617, -0.183, -0.186, -0.525, -0.215, -0.231, -1.117, -0.123, -0.297, -0.245, -0.160, -0.103, -0.242, 0.073, 0.115, 0.067, 0.119, 0.085, 0.067, 0.096, 0.066, 0.088, 0.108, 0.065, 0.099, 0.128, 0.133, 0.056, 0.107, 0.118, 0.045, 0.065, 0.112, 0.102, 0.128, 0.122, 0.123, 0.107, 0.069, 0.078, 0.097]}

No. 2
{"formula": "C15H28F6N3O2SbW", "method": "ωB97M-V/def2-TZVPD", "multiplicity": 2, "lumo_energy_ev": [-12.8706, -12.4942], "de_lowest_kcal_mol": 21.1, "s_squared": 0.762, "total_charge": 3, "homo_ev": [-19.89, -19.94], "elements": ["W", "Sb", "F", "F", "F", "F", "F", "F", "O", "O", "N", "N", "N", "C", "C", "C", "C", "C", "C", "C", "C", "C", "C", "C", "C", "C", "C", "C", "H", "H", "H", "H", "H", "H", "H", "H", "H", "H", "H", "H", "H", "H", "H", "H", "H", "H", "H", "H", "H", "H", "H", "H", "H", "H", "H", "H"], "coordinates": [[-0.0519, -0.2821, -0.3045], [-1.9694, 3.2792, -1.3939], [-2.1661, 4.9400, -2.1174], [-1.3605, 3.6727, 0.3208], [-3.5816, 2.7378, -0.6700], [-2.2715, 2.1821, -2.8785], [-1.4854, 0.9804, -0.5467], [-0.1247, 2.9792, -1.7922], [-1.2113, -1.5476, -1.0837], [-3.0574, -1.6298, -2.3793], [1.2584, -2.0652, -0.5336], [-0.0148, 0.1181, -2.5612], [1.6166, 1.1452, -0.3885], [-1.9331, -1.3308, -2.3100], [-0.2064, -1.0558, 1.9354], [-1.0158, -0.6904, -3.3130], [-2.2611, 0.8986, 2.1439], [0.6695, -2.1235, 2.5341], [3.0728, 0.7073, -0.2917], [-2.5577, -0.3344, 1.5796], [3.7327, -1.6835, -0.9327], [-3.9209, -0.7049, 1.1407], [3.4387, -0.2634, -1.4148], [2.6724, -2.2499, -0.0040], [-0.9443, 1.2681, 2.3789], [-0.6000, 2.5483, 3.0479], [0.1090, 0.3228, 2.0641], [-1.4952, -1.3236, 1.4948], [-1.0915, 3.3970, 2.5810], [2.8236, -3.3193, 0.1393], [0.6837, -2.8092, -0.1361], [4.2856, 0.1193, -1.9817], [3.8827, -2.3382, -1.7929], [1.2795, -2.2901, -1.5302], [-1.5783, -0.0679, -4.0060], [1.5032, 1.6849, -1.2511], [0.2693, -2.2893, 3.5383], [0.8825, 0.0759, -3.0408], [2.7153, -1.7867, 0.9751], [0.6206, -3.0827, 2.0188], [-4.5448, -0.8755, 2.0276], [1.4570, 1.8512, 0.3351], [-0.5180, -1.4821, -3.8762], [-4.3838, 0.1179, 0.5914], [3.6643, 1.6209, -0.3261], [-3.0601, 1.5947, 2.3730], [4.6721, -1.7043, -0.3761], [-0.9993, 2.4903, 4.0683], [-1.7762, -2.3499, 1.2859], [2.6147, -0.2932, -2.1358], [-3.9336, -1.6130, 0.5416], [1.7019, -1.8100, 2.6579], [1.1110, 0.5675, 2.4084], [-0.3016, 1.0989, -2.6311], [3.2076, 0.2754, 0.6994], [0.4715, 2.7225, 3.1187]], "atomic_forces_ev_per_a": [[-1.566, -1.262, -0.356], [-0.118, 0.331, -0.271], [-0.085, -0.046, 0.052], [0.064, -0.128, 0.049], [0.029, 0.022, -0.012], [0.119, -0.116, 0.108], [0.440, 0.555, 0.080], [-0.025, -0.258, 0.062], [0.333, 0.438, -0.074], [-0.016, -0.076, -0.013], [0.383, 0.188, 0.089], [0.116, 0.228, 0.118], [-0.194, 0.151, -0.137], [-0.055, 0.003, -0.050], [0.062, -0.077, 0.818], [0.140, -0.008, 0.006], [-0.130, -0.003, -0.104], [0.005, -0.010, -0.161], [-0.074, 0.132, 0.017], [0.197, -0.194, -0.006], [-0.026, 0.003, 0.006], [-0.003, 0.042, 0.004], [-0.077, -0.047, 0.045], [-0.020, -0.044, -0.091], [0.353, -0.025, -0.030], [0.012, -0.066, -0.069], [0.255, -0.009, 0.177], [-0.221, 0.148, -0.068], [-0.057, 0.082, -0.038], [0.045, 0.012, 0.006], [0.040, -0.050, -0.024], [0.057, -0.024, 0.060], [-0.028, -0.002, -0.013], [0.022, -0.041, 0.001], [-0.060, -0.037, 0.019], [0.105, 0.066, -0.008], [0.008, -0.024, 0.008], [0.000, -0.089, 0.019], [0.011, 0.039, -0.005], [-0.017, -0.013, 0.018], [-0.012, -0.002, -0.005], [0.022, 0.021, 0.006], [-0.019, 0.008, -0.012], [-0.028, -0.008, 0.030], [0.007, -0.012, -0.032], [-0.027, -0.018, -0.007], [0.021, 0.005, -0.041], [0.032, -0.004, 0.021], [-0.072, 0.038, -0.071], [0.065, 0.029, -0.045], [-0.006, 0.004, -0.005], [-0.005, 0.010, 0.036], [-0.037, 0.053, 0.013], [0.003, 0.074, -0.092], [0.038, 0.000, -0.008], [-0.007, 0.009, -0.017]], "mulliken_spin": [0.980, -0.001, 0.000, 0.000, 0.000, 0.000, 0.041, 0.000, -0.041, -0.008, -0.017, -0.020, 0.010, 0.008, -0.001, 0.000, 0.013, -0.011, 0.003, -0.015, -0.008, -0.002, 0.019, 0.014, 0.008, -0.001, 0.025, -0.015, -0.002, 0.001, 0.005, 0.000, 0.000, 0.011, 0.000, 0.010, 0.003, 0.003, -0.002, 0.001, -0.003, 0.007, 0.000, -0.003, -0.001, -0.008, 0.000, 0.000, 0.000, -0.005, 0.000, -0.001, -0.002, 0.006, -0.002, 0.001]}

No. 3
{"formula": "C15H29CeNSi2", "method": "ωB97M-V/def2-TZVPD", "lumo_energy_ev": [-0.4367, -0.4386], "homo_ev": [-6.98, -6.99], "elements": ["Ce", "Si", "Si", "N", "C", "C", "C", "C", "C", "C", "C", "C", "C", "C", "C", "C", "C", "C", "C", "H", "H", "H", "H", "H", "H", "H", "H", "H", "H", "H", "H", "H", "H", "H", "H", "H", "H", "H", "H", "H", "H", "H", "H", "H", "H", "H", "H", "H"], "coordinates": [[-0.2248, -0.6836, -1.1240], [0.9460, 0.4928, 2.1884], [-1.6218, 1.7482, 0.5104], [0.9456, -2.4237, -0.2646], [-0.1367, -1.7613, -3.6240], [-0.5482, -2.8903, -2.8677], [-3.3906, 1.2460, 0.8858], [-1.5103, 2.0655, -1.3560], [-1.1636, -0.7741, -3.5446], [1.9943, 2.0328, 1.8431], [2.8050, -2.9058, -1.5503], [-2.2094, -1.3003, -2.7222], [2.1900, -0.9316, 2.2231], [2.2201, -0.4359, -1.2505], [2.1798, -1.8339, -0.9287], [-0.4953, 0.3390, 1.0766], [-1.2638, 3.3806, 1.3923], [-1.8111, -2.6023, -2.3070], [0.3117, 0.5453, 3.9747], [2.8390, 2.0426, 2.5493], [-3.5055, 0.9793, 1.9490], [-2.1513, 4.0271, 1.2655], [2.6624, -1.1104, 1.2402], [-1.9672, 3.0674, -1.5187], [-1.0845, 3.2584, 2.4737], [0.0272, -3.8523, -2.7459], [-0.3989, 3.9087, 0.9575], [2.5713, 0.3594, -0.5758], [-2.4200, -3.3001, -1.6558], [0.8249, -1.6686, -4.1903], [3.4541, -2.6892, -2.4492], [2.7351, -3.9460, -1.2228], [1.7167, -1.8702, 2.5659], [-1.1045, 0.2719, -3.9524], [-4.0649, 2.0886, 0.6588], [1.1676, 0.5842, 4.6617], [-0.3235, 1.4162, 4.1645], [1.4312, -3.2486, 0.1000], [2.4210, 2.0236, 0.8280], [-3.1442, -0.7500, -2.3947], [1.4380, 2.9698, 1.9834], [-0.2603, -0.3629, 4.1911], [2.3171, -0.1565, -2.3524], [-2.0990, 1.3358, -1.9660], [-0.4696, 2.1164, -1.7623], [-3.6959, 0.3782, 0.2766], [2.9926, -0.6683, 2.9378], [-1.1258, -0.5119, 1.4283]], "atomic_forces_ev_per_a": [[2.136, -2.203, 2.160], [0.491, 0.023, 0.722], [0.667, -0.502, 1.820], [1.016, 2.607, 0.763], [0.434, 0.057, -0.524], [0.551, -0.558, -0.078], [-0.237, 0.145, -0.193], [-0.028, 0.006, -0.640], [-0.284, 0.618, -0.378], [-0.050, 0.098, 0.043], [1.547, 2.489, -1.064], [-0.692, 0.600, -0.141], [0.130, -0.124, -0.143], [-1.387, 2.012, -1.969], [-0.932, -4.459, -1.444], [-0.999, 0.158, -1.424], [-0.132, 0.280, -0.253], [-0.909, -0.505, 0.613], [0.303, 0.200, -0.107], [-0.200, -0.006, -0.180], [0.071, 0.107, -0.373], [0.343, -0.092, 0.078], [-0.178, 0.017, 0.637], [0.287, -0.637, -0.060], [-0.084, -0.073, -0.439], [-0.716, 1.428, -0.069], [-0.288, -0.162, 0.169], [-0.009, -0.720, -0.123], [0.905, 1.017, -0.877], [-1.095, -0.093, 0.690], [-0.124, -0.335, 1.445], [-0.488, 0.381, -0.311], [0.224, 0.357, -0.215], [-0.180, -1.315, 0.274], [0.032, -0.352, 0.071], [-0.198, -0.010, -0.006], [0.006, -0.101, 0.023], [-1.416, -0.063, 0.071], [-0.142, 0.060, 0.259], [1.212, -0.838, -0.574], [0.160, -0.216, -0.081], [0.026, 0.098, -0.003], [0.590, -0.503, 1.343], [0.359, 0.586, 0.301], [-0.557, 0.084, 0.198], [-0.004, 0.239, 0.210], [-0.323, -0.083, -0.199], [0.162, 0.281, -0.020]], "lowdin_charge": [1.077, 0.381, 0.394, -0.127, -0.178, -0.152, -0.177, -0.194, -0.245, -0.170, 0.013, -0.244, -0.182, -0.208, -0.545, -0.483, -0.180, -0.183, -0.186, 0.036, 0.045, 0.034, 0.006, 0.066, 0.033, 0.138, 0.031, 0.042, 0.138, 0.135, 0.070, 0.054, 0.040, 0.131, 0.037, 0.028, 0.016, 0.060, 0.021, 0.131, 0.011, 0.029, 0.079, 0.023, 0.055, 0.030, 0.039, 0.030]}

Total energy
In order: -54397.577 -49218.345 -46196.591
Unit: eV